# 1
Computed, not measured: 4 unconnected molecules or ions with the total composition C3H14N2O3 at a distorted geometry, with ωB97M-V with the def2-TZVPD basis set.

Computed properties:
* net charge: 0
* multiplicity: 1
* SMILES: CC/N=C\N.O.O.O
* HOMO level: -8.95 eV

Last column: natural (NBO) charge in e.
Geometry (Å):
O (1.868, -0.849, -1.036)  -0.990
O (1.018, 1.604, 1.509)  -0.981
O (1.733, 1.975, -1.090)  -0.963
N (-1.906, -1.087, 0.372)  -0.473
N (0.272, -1.278, 1.326)  -0.913
C (-1.154, -1.233, 1.415)  0.263
C (-1.996, 0.656, -1.335)  -0.617
C (-1.226, -0.559, -0.865)  -0.257
H (2.006, 0.085, -1.256)  0.507
H (1.127, 0.662, 1.474)  0.498
H (1.680, 2.112, -0.140)  0.506
H (-1.116, -1.394, -1.571)  0.202
H (2.524, -1.354, -1.523)  0.482
H (-0.176, -0.160, -0.610)  0.170
H (-1.829, 0.737, -2.402)  0.206
H (0.616, -2.000, 1.949)  0.380
H (0.701, -1.359, 0.403)  0.426
H (0.832, 1.727, -1.334)  0.469
H (-1.532, -1.356, 2.424)  0.175
H (-3.045, 0.499, -1.164)  0.226
H (-1.603, 1.570, -0.822)  0.202
H (0.563, 1.756, 2.340)  0.483

Atomic forces in eV per Å
0.28 -0.41 -0.15
0.00 1.08 0.18
-0.01 -0.35 -0.82
0.99 1.12 1.48
-0.59 -0.19 1.12
0.70 -0.27 -3.08
0.68 0.05 -0.17
1.28 -0.13 1.96
0.22 0.28 0.08
-0.07 -1.29 -0.02
-0.12 0.11 0.54
-0.17 0.45 -0.08
0.05 0.06 -0.02
-1.65 -0.91 -0.57
-0.04 0.43 -0.36
0.21 0.31 0.01
-0.32 -0.10 0.24
0.00 0.31 0.02
-0.27 -0.29 -0.13
-0.49 0.24 0.13
-0.65 -0.68 -0.36
-0.03 0.16 0.01

=====

# 2
Computed, not measured: a molecular structure, C26H28AlBrCl5N7O3S, with ωB97M-V with the def2-TZVPD basis set.

Computed properties:
* net charge: 0
* multiplicity: 1
* HOMO level: -7.99 eV

Last column: Mulliken charge in e.
Geometry (Å):
Br (-2.970, -2.840, 2.332)  -0.143
Cl (0.199, -3.874, 0.070)  -0.170
Cl (3.393, -5.272, 4.217)  -0.194
Cl (3.565, -0.278, 2.140)  -0.170
Cl (1.168, -6.015, 2.150)  -0.193
Cl (4.627, -2.404, 4.176)  -0.198
S (-1.415, 1.682, -1.785)  -0.318
Al (0.307, -0.059, -0.287)  -2.695
O (-1.247, -0.837, -0.106)  1.228
O (1.431, -1.264, 0.443)  0.715
O (-2.304, -2.406, -1.288)  -0.628
N (-1.292, 2.893, 1.596)  0.260
N (1.639, 0.566, -1.498)  0.749
N (3.111, 0.618, -3.384)  0.050
N (-0.213, 1.572, -4.350)  -0.651
N (1.483, -0.899, -3.325)  0.291
N (-0.840, 0.988, 2.611)  0.094
N (0.519, 1.482, 0.796)  0.679
C (1.372, -3.483, 1.265)  0.639
C (-3.565, -1.040, 0.197)  0.429
C (3.204, -0.119, -4.647)  -0.737
C (-2.298, -1.517, -0.472)  -0.285
C (-5.153, -1.057, 2.025)  -0.527
C (-5.514, 0.380, 0.135)  -0.914
C (-2.209, 2.834, 2.731)  -0.837
C (-5.916, -0.103, 1.373)  -0.556
C (2.271, 1.727, -0.871)  -1.015
C (-3.986, -1.514, 1.431)  0.371
C (-1.059, 4.183, 0.973)  -0.984
C (2.835, -4.103, 3.083)  0.166
C (2.909, -1.877, 2.164)  0.409
C (1.876, -2.169, 1.259)  -1.088
C (1.872, -0.853, -4.726)  -0.701
C (1.236, 2.469, -0.022)  -0.833
C (-2.132, 1.369, 3.149)  -0.020
C (4.379, 0.965, -2.751)  -1.034
C (0.297, -1.604, -2.919)  -0.387
C (-0.474, 1.810, 1.610)  0.164
C (-0.207, -0.272, 2.926)  -0.771
C (1.835, -4.428, 2.168)  0.158
C (3.378, -2.821, 3.067)  0.112
C (-4.348, -0.087, -0.448)  -0.267
C (2.059, 0.114, -2.654)  0.164
C (-0.712, 1.622, -3.306)  0.473
H (0.295, -2.580, -3.405)  0.377
H (-1.886, 3.517, 3.526)  0.340
H (-4.024, 0.299, -1.404)  0.515
H (1.133, -0.285, -5.294)  0.368
H (0.560, 2.989, -0.696)  0.362
H (0.313, -1.832, -1.853)  -0.171
H (-0.487, -1.071, 2.241)  -0.033
H (4.044, -0.822, -4.604)  0.444
H (3.355, 0.563, -5.482)  0.350
H (4.500, 2.038, -2.610)  0.316
H (1.762, 3.187, 0.612)  0.488
H (-6.108, 1.124, -0.377)  0.435
H (-1.020, 4.098, -0.109)  0.309
H (-0.620, -1.073, -3.186)  0.244
H (1.964, -1.862, -5.128)  0.375
H (-2.935, 0.768, 2.711)  -0.306
H (-2.143, 1.242, 4.232)  0.483
H (-0.532, -0.559, 3.926)  0.390
H (-3.212, 3.117, 2.411)  0.500
H (-1.913, 4.812, 1.218)  0.383
H (-0.159, 4.671, 1.351)  0.331
H (2.630, 2.425, -1.626)  0.537
H (5.184, 0.627, -3.403)  0.418
H (-5.460, -1.456, 2.982)  0.437
H (3.107, 1.410, -0.244)  0.146
H (4.499, 0.461, -1.791)  0.320
H (0.873, -0.137, 2.927)  0.400
H (-6.829, 0.253, 1.830)  0.405

Atomic forces in eV per Å
0.04 0.01 0.00
-0.07 -0.04 0.11
0.00 0.00 -0.01
0.00 -0.02 -0.01
0.02 0.02 0.01
-0.01 0.00 -0.01
-0.04 -0.16 -0.28
0.31 -0.60 0.01
0.19 0.08 0.52
-0.13 0.19 -0.38
-0.01 0.03 0.00
0.12 -0.02 0.15
0.00 -0.20 -0.17
-0.04 0.04 0.09
0.16 -0.06 -0.20
0.20 -0.07 0.11
-0.10 -0.02 -0.17
-0.10 0.06 0.01
0.06 0.11 -0.14
-0.02 -0.07 0.10
0.04 -0.02 -0.05
-0.05 0.09 -0.22
0.03 -0.04 0.00
-0.01 0.01 0.07
-0.13 0.00 -0.05
-0.01 0.03 -0.02
-0.03 0.20 0.03
0.03 -0.05 -0.05
-0.09 0.05 -0.16
0.01 0.03 0.02
-0.06 0.10 0.04
-0.10 -0.05 0.08
0.03 -0.06 0.01
0.08 0.06 0.02
-0.03 0.03 0.11
0.08 -0.01 0.02
-0.26 -0.02 -0.03
-0.03 0.12 0.04
0.05 -0.03 0.19
-0.03 -0.11 0.00
0.04 -0.08 0.06
0.03 0.06 -0.01
-0.07 0.21 -0.06
-0.15 0.17 0.39
-0.04 0.04 -0.05
0.04 -0.05 0.01
0.04 -0.01 -0.05
-0.04 0.01 -0.01
0.06 0.03 -0.01
0.04 0.00 -0.05
-0.04 -0.01 -0.04
-0.04 0.02 0.00
0.00 -0.02 0.01
-0.02 -0.01 -0.01
-0.02 -0.01 0.00
-0.02 0.01 -0.03
0.00 -0.03 -0.01
0.01 0.01 0.06
0.01 0.03 -0.01
0.02 0.04 -0.03
-0.03 -0.02 -0.03
0.04 0.00 -0.01
0.03 0.03 0.03
0.01 0.01 0.00
0.01 -0.01 0.00
0.01 -0.02 -0.01
-0.01 0.00 0.01
0.00 0.00 0.01
0.00 0.03 0.05
-0.01 0.02 -0.01
-0.01 -0.04 -0.05
-0.02 0.01 0.00

=====

# 3
Computed, not measured: a gas-phase ion, C8H12ClN2O2S (charge +1) at a distorted geometry, with ωB97M-V with the def2-TZVPD basis set.

Computed properties:
* net charge: +1
* multiplicity: 1
* HOMO level: -12.91 eV

Last column: natural (NBO) charge in e.
Geometry (Å):
Cl (0.929, 2.945, 2.463)  -0.018
S (2.480, 1.242, 0.686)  0.324
O (-1.259, 0.860, -0.882)  -0.441
O (-0.552, -1.209, -0.173)  -0.418
N (0.197, 2.527, -0.169)  -0.711
N (-1.931, 2.391, 0.829)  -0.374
C (0.825, 1.960, 0.901)  0.090
C (-1.144, 2.232, -0.454)  0.339
C (-1.215, -1.781, -1.357)  -0.093
C (2.191, 0.403, -0.874)  -0.818
C (-2.629, -1.273, -1.674)  -0.651
C (-0.275, 0.723, 1.337)  -0.468
C (-0.612, 0.088, 0.028)  0.900
C (-1.430, 1.708, 1.726)  0.155
H (-3.237, -1.299, -0.765)  0.232
H (3.191, 0.189, -1.313)  0.277
H (-0.422, -1.562, -2.218)  0.213
H (1.744, -0.601, -0.641)  0.232
H (-3.051, -1.936, -2.449)  0.255
H (-1.491, 2.890, -1.224)  0.244
H (-1.763, 1.754, 2.826)  0.266
H (0.681, 3.287, -0.635)  0.441
H (0.291, 0.134, 2.039)  0.307
H (-2.525, -0.269, -2.086)  0.232
H (-1.290, -2.876, -1.233)  0.240
H (1.713, 1.152, -1.570)  0.246

Atomic forces in eV per Å
0.34 -0.04 -0.68
-0.06 0.76 0.10
2.22 -1.58 1.94
-0.61 2.39 0.83
1.26 1.33 -1.13
-0.25 1.04 -2.09
-0.52 -2.37 1.88
-0.56 0.86 2.05
1.13 -0.31 -2.84
0.68 -0.21 -0.48
0.95 0.08 -0.28
1.36 2.10 -1.66
-2.46 -1.06 -0.68
-0.04 -2.30 2.48
-0.11 0.08 -0.25
-0.57 0.18 0.39
-1.89 -0.53 1.60
-0.01 1.15 -0.87
0.15 0.19 0.49
-0.52 -0.08 -0.43
0.48 -0.13 -1.85
-0.41 -0.06 0.01
-0.52 -0.41 0.30
-0.74 -0.34 0.04
0.65 0.68 0.55
0.04 -1.43 0.59

=====

# 4
Computed, not measured: 6 unconnected molecules or ions with the total composition H12O6 at a distorted geometry, with ωB97M-V with the def2-TZVPD basis set.

Computed properties:
* net charge: 0
* multiplicity: 1
* SMILES: O.O.O.O.O.O
* HOMO level: -10.21 eV

Last column: natural (NBO) charge in e.
Geometry (Å):
O (-0.608, -0.464, -3.419)  -0.954
O (-1.941, -2.204, 0.551)  -0.957
O (2.046, 0.480, 0.569)  -0.970
O (0.675, 1.368, 2.807)  -0.960
O (-1.394, 0.940, 0.540)  -0.970
O (0.107, -0.957, -0.738)  -0.992
H (-1.323, 0.015, -3.035)  0.486
H (0.816, -0.656, -0.187)  0.499
H (1.869, 1.275, 0.022)  0.493
H (-1.235, 0.520, 1.373)  0.478
H (2.928, 0.580, 0.996)  0.505
H (-0.846, 0.482, -0.098)  0.469
H (0.263, -0.699, -1.659)  0.509
H (1.143, 1.368, 1.975)  0.476
H (-0.221, 0.041, -4.141)  0.482
H (-1.498, -2.586, 1.287)  0.452
H (0.436, 2.245, 3.046)  0.469
H (-1.216, -1.747, 0.110)  0.484

Atomic forces in eV per Å
1.17 -0.78 -0.23
-0.48 0.27 -0.49
0.73 0.79 -0.02
0.05 -1.26 0.63
-0.46 1.29 -0.57
-0.64 -0.27 -0.82
-0.86 0.72 0.14
1.09 0.22 0.39
0.48 -0.57 0.43
0.17 -0.39 0.73
-0.87 -0.01 -0.63
-0.02 -0.48 -0.03
0.05 -0.26 -0.04
-0.03 0.09 -0.30
-0.31 0.15 0.12
0.28 -0.71 1.08
-0.25 1.10 0.05
-0.10 0.10 -0.46

=====

# 5
Computed, not measured: C15H20N2O3 in the gas phase, with ωB97M-V with the def2-TZVPD basis set.

Computed properties:
* net charge: 0
* multiplicity: 1
* SMILES: CCc1ccc(NC(=O)C(=O)NC[C@@H]2CCCO2)cc1
* HOMO level: -8.42 eV

Last column: natural (NBO) charge in e.
Geometry (Å):
O (-0.580, 0.638, 1.124)  -0.617
O (-1.770, -2.434, -0.035)  -0.641
O (-5.126, 0.941, 0.698)  -0.538
N (-2.863, -0.765, 1.073)  -0.584
N (0.531, -1.149, 0.176)  -0.577
C (-0.534, -0.486, 0.655)  0.589
C (2.320, 0.472, 0.539)  -0.182
C (-4.209, -1.261, 0.973)  -0.243
C (4.580, -0.088, -0.108)  -0.026
C (6.529, 1.466, 0.481)  -0.606
C (-4.466, -0.143, -1.322)  -0.442
C (2.782, -1.666, -0.453)  -0.220
C (-1.799, -1.345, 0.520)  0.579
C (1.870, -0.766, 0.094)  0.119
C (-5.063, -0.341, 0.084)  0.093
C (3.661, 0.799, 0.434)  -0.224
C (-3.868, 1.263, -1.258)  -0.433
C (6.046, 0.223, -0.257)  -0.415
C (4.115, -1.326, -0.549)  -0.196
C (-4.794, 1.938, -0.249)  -0.065
H (-5.254, -0.186, -2.074)  0.213
H (-5.708, 2.298, -0.745)  0.160
H (-3.725, -0.906, -1.551)  0.227
H (-6.077, -0.764, 0.032)  0.180
H (0.295, -2.076, -0.179)  0.433
H (7.607, 1.562, 0.372)  0.214
H (6.297, 1.398, 1.541)  0.207
H (-2.848, 1.235, -0.873)  0.211
H (-2.731, 0.166, 1.451)  0.432
H (-4.332, 2.767, 0.289)  0.194
H (6.265, 0.336, -1.325)  0.212
H (-3.868, 1.768, -2.221)  0.219
H (2.439, -2.630, -0.799)  0.209
H (6.616, -0.642, 0.092)  0.209
H (-4.164, -2.265, 0.546)  0.230
H (1.620, 1.171, 0.964)  0.240
H (4.813, -2.033, -0.974)  0.211
H (-4.657, -1.301, 1.970)  0.209
H (6.069, 2.365, 0.077)  0.204
H (3.980, 1.766, 0.786)  0.214

Atomic forces in eV per Å
0.07 -0.03 0.00
-0.04 -0.04 -0.06
0.11 -0.15 0.23
0.04 0.43 0.16
-0.27 -0.56 -0.16
0.12 0.11 -0.04
-0.26 0.01 0.04
-0.46 0.07 -0.20
0.03 -0.04 -0.02
0.00 -0.21 -0.15
-0.07 0.11 0.12
-0.09 0.05 0.03
-0.15 -0.15 0.07
0.39 0.37 0.07
0.07 -0.62 0.03
0.17 -0.18 -0.10
-0.14 0.05 0.16
0.10 0.13 0.04
-0.10 0.09 0.05
0.06 0.30 -0.32
0.01 -0.03 -0.01
0.09 0.02 0.05
0.00 -0.07 -0.06
0.13 0.05 0.01
-0.06 0.26 0.11
0.06 0.07 0.02
-0.01 0.07 0.12
0.01 0.04 -0.01
0.13 -0.15 -0.06
-0.05 -0.01 -0.06
0.06 -0.07 0.04
0.04 0.04 -0.04
-0.03 -0.11 -0.04
0.00 0.01 -0.08
-0.07 0.07 0.08
-0.04 0.02 0.02
0.07 -0.08 -0.04
0.03 -0.08 -0.07
-0.03 0.13 0.03
0.06 0.11 0.05

=====

# 6
Computed, not measured: C5H4N2O in the gas phase at a distorted geometry, with ωB97M-V with the def2-TZVPD basis set.

Computed properties:
* net charge: 0
* multiplicity: 1
* SMILES: [H]/N=C1/N=CC=CC1=O
* HOMO level: -9.48 eV

Last column: natural (NBO) charge in e.
Geometry (Å):
O (-1.642, -1.418, 0.727)  -0.488
N (-1.684, 1.400, 0.245)  -0.478
N (0.577, 1.454, -0.152)  -0.427
C (0.696, -1.388, -0.085)  -0.222
C (1.676, 0.814, -0.506)  0.102
C (-0.564, 0.773, 0.009)  0.251
C (-0.701, -0.798, 0.313)  0.493
C (1.736, -0.666, -0.665)  -0.221
H (2.518, 1.580, -0.617)  0.222
H (2.621, -1.076, -0.899)  0.213
H (1.073, -2.328, 0.362)  0.222
H (-2.391, 0.778, 0.299)  0.333

Atomic forces in eV per Å
0.49 0.76 -0.24
4.69 2.60 -1.64
3.37 -0.40 -0.96
1.46 -0.04 0.50
-1.83 2.05 -0.22
-5.29 -1.34 2.54
3.72 0.58 -1.79
-4.88 2.25 2.68
-0.64 -1.87 -0.01
2.98 -1.68 -0.69
-1.04 -0.11 -0.87
-3.03 -2.81 0.71

=====

Which energy relative to the best compared isomer or geometry (same formula, charge and spin) belongs to each record? In order, 64.56; 54.32; 122.82; 129.11; 28.14; 238.28 kJ/mol.